1.
Computed, not measured: 2 unconnected molecules or ions with the total composition C4H13N2O, with wB97M-V/def2-TZVPD.

Properties
- charge = +1
- multiplicity = 1
- highest occupied orbital energy (eV) = -14.24
- molar mass (g mol⁻¹) = 105.16

Element x y z (Å)
C -2.3257 1.0096 0.3872
C -1.3507 2.0180 -0.1414
N 0.0773 1.6751 0.2266
H -3.3638 1.3583 0.2406
H -2.2348 0.0696 -0.2099
H -2.1026 0.7174 1.4809
H -1.3677 2.0736 -1.2347
H -1.5410 3.0158 0.2619
H 0.2345 1.4554 1.2282
H 0.7148 2.4188 0.0381
H 0.4658 0.9037 -0.2928
C 1.5652 -1.7207 1.0540
C 1.0121 -1.2138 -0.2356
N -0.1679 -1.7536 -0.6487
O 1.5617 -0.3032 -0.9069
H 1.5105 -2.8220 0.9606
H 0.9513 -1.3807 1.9064
H 2.6073 -1.4219 1.1890
H -0.5862 -2.5949 -0.1929
H -0.5526 -1.3773 -1.5509

2.
Computed, not measured: 2 unconnected molecules or ions with the total composition C2HF3N2O, with wB97M-V/def2-TZVPD.

Properties
- multiplicity = 3
- highest occupied orbital energy (alpha / beta) (eV) = -8.00 / -11.69
- molar mass (g mol⁻¹) = 126.04

Element x y z (Å)
C -1.4289 2.0625 3.6651
C 0.2630 0.6065 0.0607
N -1.7091 1.3327 2.7748
N -2.5390 0.7096 2.0592
O 0.3501 1.3750 0.9311
F -0.2698 2.5642 4.0321
F -0.8595 -0.1179 -0.0712
F -2.8576 -0.5959 2.6266
H 0.8091 0.2491 -0.7329

3.
Computed, not measured: a molecular structure, C26H22BBrCoN10O2, with wB97M-V/def2-TZVPD.

Properties
- multiplicity = 4
- highest occupied orbital energy (alpha / beta) (eV) = -9.03 / -9.01
- molar mass (g mol⁻¹) = 656.18

Element x y z (Å)
Co -1.4264 0.2467 0.9520
C -2.2931 -1.5457 4.8167
C -2.2644 -0.4756 3.9339
N -1.6295 -0.7658 2.8226
N -1.1865 -2.0217 2.9460
C -1.5606 -2.5045 4.1377
B -0.4203 -2.7280 1.8264
N -1.3572 -2.7847 0.5447
C -1.7460 -3.8102 -0.2142
C -2.4804 -3.3084 -1.2785
C -2.5519 -1.9414 -1.0484
N -1.8264 -1.6466 0.0338
N 0.8136 -1.8866 1.4413
C 2.0523 -2.3273 1.1771
C 2.8190 -1.2384 0.7392
C 1.9263 -0.1890 0.7263
N 0.7124 -0.5727 1.0990
H -2.7887 -1.5872 5.7794
H -2.7493 0.4667 4.0708
H -1.2985 -3.4977 4.4236
H -0.0917 -3.8415 2.1732
H -1.3898 -4.8153 -0.0731
H -2.9981 -3.9407 -1.9812
H -2.9830 -1.1127 -1.6103
H 2.3430 -3.3294 1.4005
H 3.8667 -1.1539 0.5589
H 2.0424 0.8159 0.3992
Br 1.2016 1.4459 3.5333
C -0.0344 2.6459 2.6883
C 0.2170 4.0098 2.7723
C -0.6909 4.8725 2.1930
C -1.7873 4.3476 1.5369
C -1.9515 2.9981 1.4731
N -1.0662 2.1462 2.0004
C -3.2137 2.4154 0.8462
O -4.0982 3.2081 0.5448
O -3.1818 1.1520 0.6644
H 1.1041 4.3257 3.2865
H -0.4651 5.9560 2.2336
H -2.5147 4.9784 1.0405
C -1.4411 1.6177 -3.3367
C -1.5214 1.5936 -1.9582
N -0.8770 0.7167 -1.2030
C -0.1163 -0.1697 -1.8560
C 0.1030 -0.2285 -3.2383
C -0.6213 0.7188 -3.9896
C 0.9508 -1.2685 -3.8628
C 2.2717 -1.3081 -3.7069
C 3.1340 -0.2879 -3.0265
C 4.1846 -0.6707 -2.2106
C 4.9245 0.3547 -1.7102
N 4.6807 1.6474 -1.9623
C 3.7375 1.8995 -2.8247
N 2.9119 0.9797 -3.3439
H -2.0134 2.2875 -3.9091
H -2.2058 2.2523 -1.3994
H 0.3492 -0.9499 -1.2719
H -0.5928 0.6867 -5.0458
H 0.4352 -2.0254 -4.5093
H 2.8295 -2.1948 -4.0481
H 4.5176 -1.7142 -2.0440
H 5.7411 0.1714 -1.0172
H 3.5649 2.8855 -3.1353

For the records above, the corresponding energy relative to the best compared isomer or geometry (same formula, charge and spin) values read 75.9; 411.4; 0.0 kJ/mol.
For the records above, the corresponding max |F| values read 1.84; 4.49; 2.08 eV/Å.
For the records above, the corresponding energy values read -344.73795; -560.88293; -5683.80554 a.u..